Here is a cluster of 2 separate species, C3H2N4 in total from the Open Molecules 2025 dataset. Energies are from ωB97M-V with the def2-TZVPD basis set.

Last column: Mulliken charge in e.
Element x y z (Å)
C -1.25813 -1.03969 -0.58673  0.2447
C -0.81267 0.03009 -0.34244  -0.3238
C -0.32793 1.39253 -0.18629  -0.5868
N 0.63605 1.60225 -0.86841  0.4926
N 1.69555 1.86676 -1.24796  -0.5309
N 1.86522 -1.98898 2.01443  -0.0911
N 0.79821 -1.89765 1.87444  0.0907
H -1.61309 -2.07294 -0.85387  0.3439
H -0.98322 2.10761 0.19683  0.3607

Properties
Lowest unoccupied orbital energy (eV): 0.4332
E (eV): -9100.0259
Gap between HOMO and LUMO (eV): 9.07
Highest occupied orbital energy (eV): -8.634
Multiplicity: 1



Here is a structure of composition C3H2N4 from the Open Molecules 2025 dataset. Energies are from ωB97M-V with the def2-TZVPD basis set.

Last column: Mulliken charge in e.
Element x y z (Å)
C -2.69466 0.17261 -0.15660  -0.2748
C -1.45413 0.04275 0.19924  -0.3164
C -0.00112 -0.02728 -0.00711  0.6759
H -3.71446 0.10095 -0.12902  0.4009
H 2.70615 -1.05473 0.28352  0.3582
N 0.58865 1.21399 0.00346  -0.2398
N 1.94172 0.90781 -0.03983  -0.3818
N 1.86291 -0.32674 -0.11642  0.3649
N 0.76492 -1.02936 -0.03725  -0.5872

Properties
Lowest unoccupied orbital energy (eV): 0.4251
E (eV): -9098.2523
Gap between HOMO and LUMO (eV): 10.52
Highest occupied orbital energy (eV): -10.097
Multiplicity: 1



Here is the molecule C3H2N4O from the Open Molecules 2025 dataset. Energies are from ωB97M-V with the def2-TZVPD basis set.

Last column: Mulliken charge in e.
Element x y z (Å)
O 1.65009 1.53767 -1.49924  -0.4177
C 1.57310 0.60771 -0.68614  -0.1412
C 0.22533 0.22501 -0.16787  0.7663
C -0.14146 -0.94905 0.57326  -0.0967
N -1.32422 -1.15941 1.02924  -0.2545
N -2.25880 -0.23477 0.75005  -0.1646
N -2.00574 0.73039 -0.04499  -0.3013
N -0.81368 0.94439 -0.58152  0.0097
H 2.46815 0.02320 -0.24336  0.2638
H 0.62725 -1.72513 0.87058  0.3362

Properties
Lowest unoccupied orbital energy (eV): -1.8269
SMILES: O=Cc1cnnnn1
E (eV): -11147.0877
Gap between HOMO and LUMO (eV): 8.54
Highest occupied orbital energy (eV): -10.363
Multiplicity: 1



Here is the molecule C3H2N4O from the Open Molecules 2025 dataset. Energies are from ωB97M-V with the def2-TZVPD basis set.

Last column: Mulliken charge in e.
Element x y z (Å)
N -2.89789 -1.17358 -1.43010  -0.4057
C -1.87679 -0.79898 -0.91328  0.1537
C -0.57891 -0.28318 -0.38237  0.6312
N -0.45534 0.93518 -0.78588  -0.2881
N 0.84771 1.36942 -0.72953  -0.3065
C 1.58132 1.03653 0.37902  0.1650
O 0.66449 0.20715 1.30754  -0.2953
N 0.18311 -0.95696 0.62499  -0.2849
H 2.78696 1.16283 0.66232  0.3315
H -0.25466 -1.49839 1.26729  0.2991

Properties
Lowest unoccupied orbital energy (eV): -1.0464
SMILES: N#CC1=NN=CON1
E (eV): -11144.7066
Gap between HOMO and LUMO (eV): 8.98
Highest occupied orbital energy (eV): -10.029
Multiplicity: 1